1.
The following is a DFT calculation (ωB97M-V/def2-TZVPD) of a cluster of 12 separate species, C72H169O37P in total.

```
279
Properties=species:S:1:pos:R:3:mulliken_charge:R:1
C 1.47891 -3.20449 0.87605 -0.36
C 0.49410 -2.05986 0.91097 0.17
O 0.75069 -1.14650 -0.17552 0.00
P 1.55801 0.19722 0.11277 -0.46
O 2.74061 0.14701 0.97161 -0.47
O 1.80837 0.76230 -1.39678 0.85
C 0.76730 0.54514 -2.36873 2.68
C 1.16195 1.34754 -3.58756 0.63
O 0.41577 1.19646 0.65483 0.13
C 0.78175 2.53306 0.99696 0.53
C -0.18269 3.54549 0.39567 1.40
H 1.30745 -3.99021 0.13951 0.35
H 2.52213 -2.88051 0.83361 -0.69
H 1.49460 -3.74255 1.83211 0.23
H -0.51967 -2.46049 0.90295 0.11
H 0.53959 -1.51691 1.85732 -0.40
H 0.64865 -0.51387 -2.59665 -0.37
H -0.22014 0.85651 -2.02201 -1.06
H 0.68892 0.94078 -4.48062 -0.29
H 0.94037 2.41200 -3.51963 -1.34
H 2.22909 1.24137 -3.78702 0.06
H 0.78340 2.62161 2.08804 -0.54
H 1.79948 2.81126 0.70464 0.13
H -1.22946 3.24676 0.37210 -0.57
H -0.02250 4.48814 0.91841 -0.90
H 0.09096 3.69266 -0.65485 -0.40
C 5.88310 -0.30775 -1.80149 -0.59
O 5.81241 -1.68702 -1.59130 -0.51
C 4.87906 -2.09316 -0.62149 0.05
C 5.15169 -3.54593 -0.24730 -0.25
O 4.68176 -4.49625 -1.17206 0.09
C 5.34078 -4.52790 -2.40363 -0.85
C 4.56997 -3.87451 -3.57091 0.01
O 3.36345 -4.52004 -3.93220 -0.47
C 2.35749 -4.49168 -2.97078 0.62
H 6.03059 0.22319 -0.85252 0.33
H 5.00968 0.15033 -2.28158 -0.01
H 6.73268 -0.01584 -2.42032 0.45
H 3.83631 -2.04996 -0.96370 -0.13
H 4.86390 -1.52446 0.31572 0.78
H 4.75805 -3.64184 0.76761 -0.53
H 6.21936 -3.74842 -0.10849 0.35
H 5.51529 -5.56723 -2.69134 0.45
H 6.31452 -4.02933 -2.43610 0.36
H 5.23853 -3.89624 -4.43327 0.43
H 4.38550 -2.80941 -3.39387 -0.23
H 1.45117 -4.96951 -3.35073 0.46
H 1.98152 -3.48797 -2.70532 -0.42
H 2.58012 -4.93985 -1.99993 -0.31
C -2.27473 5.20553 -7.83173 -0.77
O -1.59138 5.52017 -6.65458 -0.49
C -1.30713 4.38346 -5.86449 -0.75
C -0.55137 4.76431 -4.60712 0.57
O -1.36422 5.36724 -3.62705 -0.41
C -0.58011 6.06108 -2.67236 0.92
C -1.44780 6.77902 -1.66985 -1.30
O -2.29377 5.93959 -0.90483 0.11
C -3.56680 5.72812 -1.47794 -0.68
H -3.17733 4.59677 -7.67729 0.24
H -1.58969 4.74151 -8.54627 0.26
H -2.73916 6.10389 -8.24752 0.36
H -0.69324 3.67638 -6.43259 0.14
H -2.26767 3.92932 -5.59437 0.37
H 0.24256 5.46222 -4.90147 0.76
H -0.10129 3.85674 -4.18520 -0.54
H 0.05966 6.81016 -3.14666 0.47
H 0.02638 5.33121 -2.12765 -0.57
H -2.03584 7.53638 -2.21164 0.43
H -0.90053 7.41966 -0.97775 0.28
H -3.58190 5.33549 -2.49600 0.11
H -4.08868 6.69521 -1.50436 0.32
H -4.11611 5.08169 -0.79376 0.21
C -2.31880 -5.92645 1.40064 -0.84
O -3.59410 -5.41128 1.66801 -0.51
C -3.66122 -4.02478 1.42861 0.18
C -4.88394 -3.42087 2.07839 -0.02
O -4.83696 -3.69735 3.45354 -0.20
C -5.85915 -3.13843 4.25224 -0.15
C -5.42226 -3.36609 5.68578 -0.97
O -4.49008 -2.39496 6.08704 -0.06
C -4.09711 -2.33641 7.42614 -0.88
H -1.87907 -5.62120 0.44423 0.29
H -2.36287 -7.01558 1.36582 0.35
H -1.60901 -5.66982 2.19608 0.30
H -3.69641 -3.82767 0.35136 0.58
H -2.80599 -3.52182 1.89773 -0.44
H -5.83362 -3.71712 1.61176 0.77
H -4.82993 -2.34940 1.83333 -0.35
H -6.83559 -3.62606 4.13778 0.36
H -6.04887 -2.07985 4.04567 0.10
H -5.02990 -4.38644 5.76628 0.31
H -6.27948 -3.31908 6.37149 0.47
H -4.88472 -2.24141 8.17780 0.37
H -3.41998 -1.48896 7.54164 0.22
H -3.46215 -3.19246 7.68851 0.35
C 0.41547 -8.14153 -0.59747 -0.14
O 0.46948 -9.19277 0.34273 -0.46
C 0.99251 -8.79244 1.60925 -0.22
C 2.51907 -8.90104 1.66332 -0.43
O 3.17903 -8.00560 0.79365 -0.49
C 3.01338 -6.62626 1.03647 -0.01
C 3.71073 -6.02934 2.23873 0.18
O 3.07015 -6.44627 3.41954 -0.41
C 3.56228 -5.71179 4.53505 -0.35
H 1.37432 -7.75553 -0.95079 0.18
H -0.19075 -7.31682 -0.20881 -0.12
H -0.10475 -8.56598 -1.45835 0.39
H 0.60550 -9.51656 2.32614 0.45
H 0.68304 -7.77810 1.87064 0.07
H 2.78439 -9.93348 1.44233 0.45
H 2.77647 -8.75293 2.71808 0.21
H 1.95236 -6.34886 1.03535 0.12
H 3.47653 -6.19240 0.14356 -0.14
H 3.67444 -4.93883 2.09491 -0.14
H 4.78453 -6.24463 2.17729 0.35
H 4.64273 -5.75960 4.66676 0.24
H 3.09279 -6.19752 5.39470 0.33
H 3.17855 -4.68670 4.53041 -0.11
C -2.22680 1.70622 -9.13128 -0.79
O -2.14542 2.22719 -7.82601 -0.17
C -1.89147 1.30575 -6.77285 -0.95
C -0.50073 0.72172 -6.72369 1.54
O -0.26004 -0.04188 -7.88574 -0.43
C 1.10514 -0.35754 -8.06538 -1.07
C 1.73010 -1.17081 -6.92096 0.07
O 2.48077 -0.28989 -6.12201 -0.36
C 3.28486 -0.93689 -5.17538 -0.69
H -1.25201 1.53331 -9.58778 0.28
H -2.76785 2.42462 -9.74796 0.28
H -2.79977 0.77260 -9.15567 0.26
H -2.67356 0.53875 -6.88370 0.18
H -2.15041 1.88278 -5.88373 -0.39
H -0.45465 0.07321 -5.83887 -1.02
H 0.21461 1.53554 -6.55459 0.94
H 1.67914 0.57186 -8.17312 0.39
H 1.20883 -0.83675 -9.03868 0.52
H 2.36795 -1.93109 -7.38821 0.59
H 0.97649 -1.65026 -6.28728 -0.25
H 4.04677 -1.57620 -5.62598 0.50
H 2.67372 -1.56225 -4.50437 0.16
H 3.69081 -0.23388 -4.44917 0.22
C 0.58075 9.19666 1.51847 -0.71
O 1.50792 8.51010 0.70336 -0.55
C 1.43034 7.12304 0.92777 0.97
C 2.37276 6.38899 -0.00084 0.59
O 1.96241 6.66079 -1.32335 -0.16
C 2.85549 6.25828 -2.34750 -1.60
C 3.12366 4.76245 -2.36886 0.41
O 4.15190 4.41740 -1.44757 -0.45
C 4.20910 3.01125 -1.31670 -0.16
H -0.45435 8.91217 1.30670 0.22
H 0.67018 10.26284 1.31644 0.32
H 0.82931 9.03429 2.57124 0.28
H 0.39716 6.80988 0.71387 -1.08
H 1.62758 6.80731 1.95821 0.53
H 2.33388 5.30715 0.16305 -0.94
H 3.40961 6.70196 0.17272 0.54
H 3.79391 6.79079 -2.15725 0.47
H 2.42909 6.60829 -3.28446 0.48
H 3.45879 4.47801 -3.37244 0.58
H 2.22130 4.21112 -2.08034 -0.18
H 4.67290 2.57246 -2.20877 0.43
H 3.18107 2.65009 -1.24674 -0.14
H 4.79309 2.70937 -0.44965 0.18
C -3.38004 -2.92084 -7.26990 -0.61
O -2.84806 -3.07461 -5.96212 -0.40
C -1.47481 -2.79810 -5.84174 -0.43
C -1.01495 -2.59727 -4.40038 -0.19
O -1.53546 -1.39924 -3.83580 1.04
C -2.91430 -1.08783 -3.94761 -0.89
C -3.15369 0.08408 -3.01171 0.61
O -2.40844 1.18391 -3.47898 0.13
C -2.46826 2.28684 -2.60012 0.01
H -3.02784 -3.73384 -7.91337 0.32
H -3.02257 -1.99926 -7.73538 0.12
H -4.45241 -3.00744 -7.13564 0.26
H -1.22010 -1.90697 -6.43437 -0.12
H -0.89099 -3.56034 -6.37898 0.63
H 0.07226 -2.53322 -4.39024 -0.34
H -1.31755 -3.43437 -3.76292 0.42
H -3.55273 -1.94072 -3.70707 0.51
H -3.18313 -0.76770 -4.95739 -0.15
H -2.83005 -0.13593 -1.98942 -0.82
H -4.23753 0.23978 -2.92628 0.52
H -2.13238 2.00543 -1.59727 0.11
H -3.47236 2.72730 -2.61660 0.67
H -1.83947 3.10762 -2.95367 -1.00
C 7.28152 -4.83517 2.26895 -0.81
O 6.51892 -4.50417 3.41266 -0.02
C 7.19288 -3.56101 4.22985 -0.71
C 7.26778 -2.12874 3.73700 -0.70
O 6.04055 -1.57848 3.31679 -0.09
C 5.09408 -1.43886 4.34006 -0.55
C 3.84295 -0.76015 3.79285 0.92
O 2.95438 -0.57707 4.86456 -0.55
C 1.85820 0.25250 4.54403 0.27
H 7.66633 -3.95172 1.75509 0.40
H 6.65357 -5.43279 1.61214 0.22
H 8.16048 -5.44936 2.50224 0.33
H 8.20540 -3.94279 4.39933 0.44
H 6.63240 -3.53150 5.16642 0.34
H 7.94998 -2.06936 2.88501 0.40
H 7.72662 -1.49041 4.50134 0.36
H 5.47109 -0.76481 5.12018 0.28
H 4.78329 -2.40687 4.74690 0.10
H 3.41122 -1.35156 2.97667 -0.45
H 4.08297 0.21685 3.35790 -0.22
H 1.25003 0.39769 5.43217 0.53
H 1.22633 -0.27482 3.81641 -0.26
H 2.17719 1.15774 4.01741 -0.14
C 4.08759 4.18025 2.41482 -0.50
O 3.05282 5.03649 2.90561 -0.36
C 2.50779 4.42888 4.05340 0.52
C 1.28131 5.17647 4.50701 -1.41
O 0.33938 5.10715 3.44330 0.90
C -0.78257 5.96392 3.61865 -1.33
C -1.88311 5.73740 2.61677 0.08
O -2.41367 4.43943 2.78546 -0.20
C -3.61988 4.19302 2.12361 -0.43
H 4.26809 4.45015 1.37555 0.13
H 3.86528 3.10793 2.43696 -0.04
H 4.96413 4.31175 3.05650 0.44
H 3.25895 4.43973 4.85244 0.62
H 2.17630 3.38967 3.94927 -0.70
H 1.50748 6.22670 4.72374 0.56
H 0.84685 4.73316 5.40732 0.23
H -0.42220 6.99245 3.69506 0.36
H -1.21392 5.68227 4.59117 0.48
H -1.47419 5.78483 1.59768 -0.43
H -2.70014 6.46413 2.66949 0.62
H -4.32435 5.01875 2.28279 0.56
H -4.11460 3.33066 2.57629 0.15
H -3.48772 3.96401 1.06093 -0.22
C -0.23838 2.68567 7.17091 -0.78
O -0.88678 1.79050 6.28718 -0.44
C -0.74243 2.24720 4.94994 0.99
C -1.60937 1.48039 3.96425 -0.09
O -1.33501 0.10862 3.82894 1.33
C -1.60551 -0.72895 4.92696 -0.94
C -1.83497 -2.15126 4.40937 0.16
O -0.64527 -2.60986 3.78537 0.06
C 0.46807 -2.92103 4.59417 -0.22
H 0.82730 2.68656 6.91657 0.26
H -0.42462 2.43826 8.21180 0.35
H -0.61099 3.70677 7.01797 0.26
H 0.30041 2.26168 4.62597 -0.99
H -1.10345 3.28036 4.89846 0.40
H -1.43152 1.88028 2.96386 -0.93
H -2.66779 1.67790 4.17259 0.33
H -2.47261 -0.45674 5.54117 0.54
H -0.76278 -0.66368 5.62180 0.08
H -2.60584 -2.16194 3.64247 -1.13
H -2.16473 -2.80950 5.21608 0.46
H 0.38795 -3.94587 4.96586 0.39
H 0.65942 -2.20099 5.39411 0.35
H 1.33885 -2.81341 3.94256 -0.50
C -10.06994 0.84009 -0.23022 -0.79
O -9.32364 -0.20514 0.35327 -0.29
C -9.49276 -0.28069 1.74616 -0.90
C -8.33991 -1.01515 2.38875 -0.35
O -7.10840 -0.31737 2.38195 -0.30
C -6.46585 -0.18924 1.13381 -0.86
C -5.05415 0.34127 1.30351 -0.03
O -4.19008 -0.25703 0.34653 -0.49
C -2.82056 -0.11758 0.70203 1.25
H -9.95134 0.83288 -1.31225 0.24
H -9.72851 1.80146 0.16395 0.33
H -11.14063 0.70006 -0.04565 0.32
H -10.45153 -0.73679 2.01673 0.50
H -9.51553 0.69035 2.26162 0.37
H -8.24238 -2.00766 1.92805 0.26
H -8.51077 -1.15321 3.45732 0.41
H -7.01847 0.50334 0.49393 0.44
H -6.43979 -1.13704 0.58515 0.31
H -4.68068 0.08132 2.30374 -0.12
H -4.99340 1.43391 1.27700 0.46
H -2.23894 -0.61333 -0.07307 -0.77
H -2.61649 -0.61966 1.65143 -0.20
H -2.56882 0.94613 0.72618 0.16
```

Values from the calculation:
SMILES	CCOP(=O)(OCC)OCC.COCCOCCOC.COCCOCCOC.COCCOCCOC.COCCOCCOC.COCCOCCOC.COCCOCCOC.COCCOCCOC.COCCOCCOC.COCCOCCOC.COCCOCCOC.COCCOCCOC
energy relative to the best compared isomer or geometry (same formula, charge and spin)	0.0	kJ/mol
energy	-5969.41455	hartree
E_LUMO	0.550	eV
strongest force on any atom	2.0	eV Å⁻¹
spin multiplicity	1
orbital gap	9.39	eV

2.
The following is a DFT calculation (ωB97M-V/def2-TZVPD) of a structure of composition C22H21AsN4PbS4Se.

```
54
Properties=species:S:1:pos:R:3:mulliken_charge:R:1
Pb -0.19959 1.14912 -0.13764 0.81
C 1.35628 0.57776 -2.78147 0.39
C 2.14687 -0.34555 -2.06441 0.72
C 2.92247 0.37080 -1.15206 1.18
C 2.61932 1.76117 -1.30085 0.12
C 1.66514 1.88995 -2.31904 0.36
C 1.24065 3.14813 -3.00534 -1.36
C 3.32320 2.85933 -0.57024 -1.62
C 3.95968 -0.14191 -0.20295 -1.85
C 2.09706 -1.82986 -2.25841 -1.86
C 0.41738 0.26910 -3.90124 -1.71
H 0.16796 3.16148 -3.19176 0.26
H 1.74605 3.23469 -3.97182 0.29
H 1.49040 4.02222 -2.40874 0.28
H 4.37789 2.90460 -0.86130 0.32
H 3.27702 2.70576 0.50968 0.26
H 2.86652 3.82054 -0.79396 0.37
H 4.07324 -1.22500 -0.28281 0.35
H 3.70355 0.10376 0.83211 0.24
H 4.93110 0.31842 -0.41389 0.42
H 3.02376 -2.30391 -1.93617 0.41
H 1.94685 -2.06704 -3.31156 0.50
H 1.27509 -2.27336 -1.69077 0.18
H 0.88977 0.46363 -4.87016 0.25
H -0.47364 0.89329 -3.83649 0.34
H 0.10819 -0.77477 -3.86779 0.45
Se -4.07769 -4.90568 4.21440 0.17
N -4.52828 -3.26253 3.65236 -0.88
C -3.47628 -2.74435 3.02427 0.94
C -3.46984 -1.43994 2.44093 0.54
C -4.58547 -0.59803 2.50559 -0.44
C -4.52682 0.64516 1.92472 -1.23
C -3.34806 1.01562 1.27211 0.25
N -2.28772 0.24736 1.19331 0.23
C -2.30615 -0.96676 1.77730 -0.41
C -1.13171 -1.78836 1.73741 -0.50
N -0.02455 -1.29313 1.16976 0.00
C 1.07206 -2.00799 1.13298 -0.31
C 1.15397 -3.31345 1.63579 -1.08
C 0.03135 -3.85603 2.21649 -0.52
C -1.14100 -3.09692 2.30478 0.51
C -2.31932 -3.57762 2.94819 1.06
N -2.42453 -4.77532 3.51947 -0.90
H -5.46789 -0.95269 3.01842 0.51
H -5.35565 1.33263 1.96037 0.46
H -3.29606 1.98408 0.79386 0.03
H 1.92228 -1.52677 0.67576 0.56
H 2.07915 -3.86936 1.56667 0.44
H 0.01968 -4.86014 2.61629 0.50
S -0.58060 5.93849 -0.76888 -0.63
As -1.50935 4.24932 0.09558 0.39
S -0.13161 3.18978 1.49430 -0.53
S -1.96381 2.65026 -1.39741 -0.61
S -3.27833 4.88999 1.06429 -0.65
```

Values from the calculation:
energy	-7492.91209	hartree
E_LUMO	2.521	eV
strongest force on any atom	2.1	eV Å⁻¹
net charge	-2
spin multiplicity	1
orbital gap	3.39	eV

Question: What is the strongest force on any atom in the second record?
Answer: 2.1 eV Å⁻¹

Question: Which value of E_LUMO does entry 2 give?
Answer: 2.521 eV

Question: Which formula does entry 2 have?
Answer: C22H21AsN4PbS4Se